(1)
Density functional theory data (ωB97M-V/def2-TZVPD) for a structure of composition C35H52AsOP3Pb in a non-equilibrium geometry.

Computed properties:
calculated total energy: -133097.0282 eV
F_max: 3.016 eV Å⁻¹
LUMO energy (spin up / spin down): -14.57 / -13.54 eV
charge: +4
spin multiplicity: 1
HOMO energy (spin up / spin down): -17.74 / -17.67 eV
frontier orbital gap (spin up / spin down): 3.2 / 4.1 eV

Last column: Mulliken charge in e.
Positions of all 93 atoms, in Å:
Pb1 -0.83 0.07 -1.21  1.424
P1 1.47 1.12 0.89  0.652
P2 -1.38 2.64 -2.05  0.557
P3 1.71 -0.28 -2.45  0.859
H1 -1.86 -4.20 1.03  0.179
C1 -1.05 -4.65 0.44  -0.445
C2 0.26 -4.44 0.69  -0.488
H2 0.59 -3.76 1.49  0.141
C3 1.30 1.63 2.64  -1.353
C4 2.38 2.61 0.31  -1.203
C5 2.90 -0.01 1.18  -1.245
C6 -2.75 2.51 -3.27  -1.497
C7 -2.06 3.82 -0.83  -1.138
C8 -0.18 3.63 -2.99  -1.280
C9 2.37 -1.91 -1.88  -1.184
C10 3.27 0.70 -2.51  -1.527
C11 1.47 -0.62 -4.23  -1.164
H3 -1.37 -5.31 -0.37  0.315
H4 1.05 -4.87 0.06  0.339
H5 0.95 0.80 3.27  0.231
H6 0.56 2.43 2.74  0.335
H7 2.28 1.98 2.98  0.688
H8 1.67 3.45 0.26  0.375
H9 2.82 2.46 -0.68  0.234
H10 3.17 2.83 1.04  0.463
H11 2.51 -0.98 1.51  0.238
H12 3.51 0.42 1.98  0.521
H13 3.51 -0.16 0.29  0.308
H14 -3.09 3.54 -3.49  0.544
H15 -3.59 1.95 -2.84  0.430
H16 -2.44 2.03 -4.22  0.385
H17 -2.75 4.51 -1.34  0.486
H18 -1.25 4.38 -0.36  0.416
H19 -2.61 3.27 -0.05  0.260
H20 -0.70 4.47 -3.48  0.466
H21 0.29 2.99 -3.76  0.336
H22 0.60 4.03 -2.32  0.378
H23 2.71 -2.49 -2.74  0.476
H24 1.59 -2.47 -1.34  0.123
H25 3.21 -1.75 -1.19  0.450
H26 3.92 0.32 -3.32  0.469
H27 3.83 0.64 -1.57  0.481
H28 3.04 1.75 -2.72  0.384
H29 2.34 -1.17 -4.62  0.547
H30 1.39 0.34 -4.76  0.393
H31 0.55 -1.19 -4.43  0.099
C12 -2.24 -1.58 -4.47  0.641
C13 -3.31 -1.06 -5.20  -0.508
C14 -3.60 -1.61 -6.46  -0.521
C15 -2.84 -2.66 -6.98  -0.504
C16 -1.80 -3.20 -6.22  -0.472
C17 -1.52 -2.69 -4.93  -0.273
O1 -1.79 -0.88 -3.34  0.237
H32 -2.21 0.03 -3.31  0.025
H33 -3.91 -0.24 -4.81  0.498
H34 -4.44 -1.21 -7.04  0.453
H35 -3.06 -3.06 -7.97  0.471
H36 -1.20 -4.02 -6.62  0.440
H37 -0.75 -3.17 -4.33  0.590
C18 -3.91 3.42 5.08  -0.614
C19 -3.04 3.80 4.04  -0.812
C20 -2.45 2.83 3.23  -0.269
C21 -2.69 1.47 3.48  0.251
C22 -3.57 1.08 4.50  -0.077
C23 -4.18 2.06 5.30  -0.714
As1 -1.75 0.14 2.37  0.768
C24 -1.00 -0.85 3.92  0.168
C25 -0.61 -2.19 3.73  -0.749
C26 -0.02 -2.91 4.77  -0.486
C27 0.22 -2.29 6.01  -0.553
C28 -0.13 -0.95 6.19  -0.691
C29 -0.73 -0.23 5.14  -0.310
C30 -3.32 -1.01 2.06  0.522
C31 -3.67 -2.08 2.88  0.054
C32 -4.76 -2.90 2.54  -0.817
C33 -5.52 -2.62 1.40  -0.638
C34 -5.20 -1.51 0.61  -0.798
C35 -4.10 -0.70 0.93  -0.540
H38 -4.37 4.18 5.71  0.424
H39 -2.82 4.86 3.87  0.435
H40 -1.79 3.12 2.41  0.243
H41 -3.77 0.03 4.69  0.370
H42 -4.86 1.76 6.10  0.452
H43 -0.81 -2.68 2.77  0.395
H44 0.24 -3.96 4.62  0.511
H45 0.68 -2.85 6.82  0.472
H46 0.05 -0.46 7.14  0.482
H47 -1.01 0.81 5.30  0.521
H48 -3.10 -2.30 3.78  0.528
H49 -5.00 -3.76 3.18  0.451
H50 -6.36 -3.26 1.14  0.439
H51 -5.82 -1.26 -0.26  0.456
H52 -3.86 0.17 0.31  0.594


(2)
Density functional theory data (ωB97M-V/def2-TZVPD) for an isolated molecule of C5H6FNO in a non-equilibrium geometry.

Computed properties:
calculated total energy: -11530.8244 eV
F_max: 6.776 eV Å⁻¹
LUMO energy (spin up / spin down): 0.53 / -2.23 eV
charge: 0
spin multiplicity: 3
HOMO energy (spin up / spin down): -5.03 / -9.49 eV
frontier orbital gap (spin up / spin down): 5.6 / 7.3 eV
⟨S²⟩: 2.030

Last column: Mulliken charge in e.
Positions of all 14 atoms, in Å:
C1 0.10 -0.12 -1.43  -0.286
C2 0.15 1.02 -0.58  -0.226
C3 0.50 -1.37 -1.16  -0.209
C4 0.70 -1.43 1.17  -0.633
C5 -0.62 1.19 0.48  0.328
N1 1.16 -1.70 0.01  -0.365
O1 -0.64 2.22 1.29  -0.496
F1 -1.74 0.40 0.71  -0.285
H1 -0.20 0.06 -2.50  0.273
H2 0.81 1.86 -0.86  0.341
H3 0.42 -2.17 -1.81  0.475
H4 1.24 -1.60 1.97  0.457
H5 -0.39 -1.08 1.47  0.252
H6 -1.48 2.72 1.24  0.373


(3)
Density functional theory data (ωB97M-V/def2-TZVPD) for a cluster of 2 separate species, C7H18 in total in a non-equilibrium geometry.

Computed properties:
calculated total energy: -7550.5453 eV
F_max: 1.754 eV Å⁻¹
LUMO energy: 1.10 eV
charge: 0
spin multiplicity: 1
HOMO energy: -10.95 eV
frontier orbital gap: 12.1 eV
structure (SMILES): CC(C)C.CCC

Last column: Mulliken charge in e.
Positions of all 25 atoms, in Å:
C1 0.78 0.36 2.33  -1.342
C2 0.26 1.27 1.23  1.085
C3 -1.23 0.99 0.89  -1.442
C4 0.51 2.75 1.54  -1.713
H1 1.24 0.90 3.16  0.381
H2 1.47 -0.41 2.00  0.275
H3 -0.01 -0.22 2.81  0.360
H4 0.74 1.14 0.29  0.125
H5 -1.87 1.44 1.66  0.424
H6 -1.41 1.52 -0.04  0.364
H7 -1.32 -0.08 0.92  0.299
H8 1.57 3.00 1.60  0.385
H9 0.11 3.35 0.72  0.406
H10 0.10 2.99 2.52  0.393
C5 1.11 -2.07 -1.57  -0.988
C6 0.04 -1.21 -2.25  -0.014
C7 -1.35 -1.75 -2.14  -1.358
H11 0.66 -3.01 -1.22  0.322
H12 1.87 -2.35 -2.26  0.323
H13 1.56 -1.64 -0.68  0.181
H14 0.33 -1.10 -3.29  0.332
H15 0.08 -0.17 -1.92  0.160
H16 -1.56 -2.06 -1.11  0.320
H17 -1.63 -2.61 -2.75  0.384
H18 -2.08 -1.01 -2.44  0.337